Molecular formula: C50H30Br2CsF15Ge3N3S3
Method: DFT, the ωB97M-V functional and the def2-TZVPD basis

Summary:
multiplicity	2
orbital gap (spin up / spin down)	3.678 / 6.487	eV
charge	-2

Positions of all 107 atoms, in Å:
Cs 0.375 0.345 0.709
Br 5.050 0.913 6.977
C 3.938 0.956 5.422
C 4.338 0.230 4.290
C 3.482 0.325 3.192
N 2.362 1.023 3.153
C 1.990 1.751 4.263
C 2.803 1.706 5.442
C 0.817 2.552 4.169
C 0.233 3.210 5.299
C -0.846 4.018 5.094
Br -1.670 4.871 6.595
C -1.402 4.222 3.827
C -0.809 3.492 2.798
N 0.234 2.691 2.928
H 5.242 -0.360 4.266
H 3.738 -0.212 2.278
H 2.552 2.284 6.319
H 0.613 3.055 6.298
H -2.262 4.852 3.661
H -1.221 3.577 1.792
S -1.884 -1.318 2.453
C -1.864 -2.873 1.649
C -1.819 -4.061 2.387
C -1.802 -5.296 1.758
C -1.856 -5.365 0.369
C -1.932 -4.199 -0.376
C -1.927 -2.947 0.246
S -2.078 -1.478 -0.704
H -1.792 -3.995 3.468
H -1.757 -6.203 2.349
H -1.849 -6.326 -0.132
H -1.993 -4.244 -1.457
N 0.446 3.209 -1.614
C -0.538 3.309 -1.003
H 1.335 2.933 -2.022
C -4.099 2.439 -1.822
Ge -4.669 0.657 -1.185
C -6.636 0.777 -0.959
C -4.505 -0.466 -2.803
Ge -3.528 -0.308 0.868
C -4.877 -1.686 1.312
C -5.266 -2.630 0.363
C -6.163 -3.644 0.686
C -6.691 -3.720 1.969
C -6.314 -2.782 2.924
C -5.408 -1.779 2.598
C -3.856 1.195 2.163
C -4.702 2.229 1.759
C -5.110 3.223 2.643
C -4.660 3.209 3.955
C -3.794 2.206 4.369
C -3.395 1.212 3.483
H -4.672 2.694 -2.719
H -3.037 2.430 -2.073
H -4.253 3.215 -1.069
H -7.082 1.067 -1.917
H -6.932 1.504 -0.199
H -7.033 -0.200 -0.668
H -5.166 -0.057 -3.575
H -4.791 -1.501 -2.606
H -3.479 -0.468 -3.175
H -4.842 -2.586 -0.636
H -6.441 -4.381 -0.060
H -7.383 -4.514 2.227
H -6.718 -2.838 3.929
H -5.104 -1.063 3.354
H -5.051 2.269 0.736
H -5.766 4.016 2.300
H -4.956 3.989 4.646
H -3.403 2.212 5.379
H -2.707 0.456 3.835
F 3.723 2.751 -4.387
C 3.348 1.723 -5.159
C 3.474 0.419 -4.705
C 3.049 -0.563 -5.580
F 3.096 -1.864 -5.252
C 2.546 -0.281 -6.839
F 2.151 -1.263 -7.657
C 2.450 1.028 -7.253
F 1.974 1.315 -8.465
C 2.855 2.042 -6.409
F 2.766 3.313 -6.815
Ge 4.033 0.142 -2.799
S 2.669 1.031 -1.481
C 4.463 -1.797 -2.654
C 3.894 -2.642 -1.718
F 2.977 -2.197 -0.858
C 4.243 -3.980 -1.618
F 3.683 -4.773 -0.705
C 5.190 -4.497 -2.476
F 5.538 -5.781 -2.393
C 5.781 -3.684 -3.421
F 6.692 -4.195 -4.258
C 5.409 -2.357 -3.492
F 5.998 -1.611 -4.445
C 5.907 0.832 -2.620
C 6.509 0.633 -1.388
F 5.854 -0.009 -0.416
C 7.797 1.051 -1.101
F 8.348 0.836 0.094
C 8.522 1.695 -2.081
F 9.768 2.105 -1.832
C 7.964 1.904 -3.323
F 8.683 2.516 -4.273
C 6.676 1.467 -3.575
F 6.217 1.667 -4.820

Molecular formula: C50H37BiN10O4P2S
Method: DFT, the ωB97M-V functional and the def2-TZVPD basis

Summary:
orbital gap	7.708	eV
charge	0

Positions of all 105 atoms, in Å:
Bi 0.581 1.436 -1.659
O 0.134 -0.774 0.697
S 1.161 -1.363 -0.233
C 0.761 -3.140 -0.125
C 1.558 -4.064 0.502
C 1.318 -5.448 0.438
C 0.239 -5.887 -0.275
C -0.251 -7.265 -0.610
C -1.617 -7.045 -1.300
C -1.734 -5.557 -1.451
C -2.700 -4.775 -2.021
C -2.542 -3.386 -1.958
C -1.455 -2.757 -1.375
P -1.502 -0.909 -1.423
C -3.025 -0.625 -0.455
C -3.437 -1.482 0.562
C -4.516 -1.145 1.360
C -5.183 0.055 1.178
C -4.757 0.922 0.186
C -3.683 0.591 -0.618
C -1.965 -0.753 -3.193
C -3.209 -0.468 -3.737
C -3.336 -0.331 -5.109
C -2.233 -0.473 -5.936
C -0.994 -0.782 -5.398
C -0.862 -0.911 -4.030
C -0.430 -3.543 -0.789
C -0.632 -4.938 -0.839
C 2.645 -1.180 0.756
C 3.754 -1.924 0.428
C 4.951 -1.846 1.155
C 4.995 -0.998 2.226
C 6.104 -0.678 3.184
C 5.514 0.389 4.136
C 4.137 0.659 3.606
C 3.180 1.562 3.976
C 2.030 1.664 3.181
C 1.783 0.874 2.074
P 0.358 1.459 1.072
C 0.520 3.291 1.022
C -0.624 3.917 0.519
C -0.632 5.273 0.268
C 0.516 6.018 0.502
C 1.658 5.400 0.981
C 1.670 4.036 1.234
C -0.998 1.273 2.316
C -1.353 2.358 3.114
C -2.234 2.204 4.170
C -2.789 0.968 4.448
C -2.451 -0.112 3.655
C -1.564 0.038 2.605
C 2.689 -0.181 1.763
C 3.879 -0.191 2.516
H 2.419 -3.729 1.059
H 1.994 -6.130 0.930
H -0.334 -7.893 0.276
H 0.457 -7.746 -1.289
H -2.440 -7.427 -0.692
H -1.672 -7.546 -2.266
H -3.572 -5.194 -2.497
H -3.320 -2.764 -2.380
H -2.921 -2.416 0.742
H -4.829 -1.823 2.140
H -6.022 0.309 1.808
H -5.256 1.867 0.031
H -3.345 1.273 -1.386
H -4.072 -0.338 -3.100
H -4.301 -0.102 -5.537
H -2.334 -0.331 -7.003
H -0.133 -0.908 -6.038
H 0.104 -1.144 -3.595
H 3.704 -2.583 -0.427
H 5.798 -2.443 0.858
H 6.959 -0.286 2.630
H 6.436 -1.568 3.720
H 6.113 1.301 4.130
H 5.471 0.029 5.167
H 3.313 2.229 4.815
H 1.307 2.428 3.436
H -1.507 3.314 0.334
H -1.521 5.749 -0.120
H 0.527 7.076 0.284
H 2.557 5.978 1.132
H 2.580 3.552 1.554
H -0.944 3.337 2.924
H -2.479 3.056 4.786
H -3.471 0.848 5.278
H -2.872 -1.086 3.856
H -1.304 -0.819 2.013
N 0.005 4.909 -2.752
C 1.227 4.584 -2.262
N 2.233 5.435 -2.203
N 3.243 4.735 -1.702
N 2.913 3.544 -1.463
N 1.609 3.368 -1.797
C -1.053 4.068 -2.806
N -2.234 4.372 -3.317
N -2.953 3.266 -3.196
N -2.285 2.335 -2.653
N -1.046 2.791 -2.359
H -0.100 5.835 -3.135
O 4.673 0.738 -1.043
N 3.514 0.819 -1.324
O 3.061 0.493 -2.419
O 2.678 1.177 -0.444

Quick rundown of energy above the lowest of the compared OMol25 structures with the same formula, charge and spin, same order as above: 5.3, 82.3 kJ/mol